{
  "formula": "C14H28O3",
  "method": "ωB97M-V/def2-TZVPD",
  "species": ["C", "C", "C", "C", "C", "C", "C", "C", "C", "C", "C", "C", "C", "C", "H", "H", "H", "H", "H", "H", "H", "H", "H", "H", "H", "H", "H", "H", "H", "H", "H", "H", "H", "H", "H", "H", "H", "H", "H", "H", "H", "H", "O", "O", "O"],
  "xyz": [[4.5328, 1.2183, -0.7200], [1.5471, -0.1908, 0.2284], [1.7147, -1.5632, -0.5388], [0.4432, -2.2938, -1.1060], [-0.8077, -2.6799, -0.2739], [-1.8287, -1.7807, 0.2525], [-2.5385, -0.9136, -0.8618], [-3.4450, 0.3119, -0.3150], [-3.0195, 1.3747, 0.6053], [-2.0646, 2.5256, 0.0205], [-0.5579, 2.3947, 0.6054], [0.7195, 2.2402, -0.2525], [0.8856, 0.7993, -0.7027], [1.2394, -1.4485, 2.4721], [3.9317, 2.0926, -1.5298], [4.7453, 1.9290, 0.2364], [5.3860, 0.7814, -1.3082], [2.3041, -2.1647, 0.1968], [2.3580, -1.2507, -1.3372], [-0.0421, -1.6322, -1.8626], [1.0513, -3.1667, -1.5312], [-1.5182, -3.1114, -0.9463], [-0.5581, -3.4883, 0.5637], [-2.5890, -2.5833, 0.8557], [-1.6482, -0.9605, 0.9891], [-1.7627, -0.4518, -1.5944], [-3.2662, -1.5113, -1.4818], [-4.0050, 0.7983, -1.2222], [-4.3729, -0.2048, 0.0602], [-2.6845, 0.8535, 1.4705], [-3.8350, 1.8460, 1.1313], [-2.0582, 2.4379, -1.2579], [-2.3479, 3.6745, 0.2051], [-0.3916, 3.4287, 1.1906], [-0.4892, 1.6763, 1.3944], [1.5759, 2.3768, 0.3236], [0.8634, 3.0600, -1.1364], [-0.2096, 0.2574, -0.9088], [1.3716, 0.3375, -1.8730], [0.3038, -1.5100, 3.2875], [1.0304, -2.4719, 1.9711], [2.3760, -1.1131, 2.7810], [3.8743, 0.0708, -0.3098], [2.8498, 0.3304, 0.6798], [0.9365, -0.3248, 1.5494]],
  "forces_ev_per_a": [[-0.7, 4.0, -0.2], [0.5, -1.6, 1.4], [-0.6, 1.1, 2.6], [0.9, 0.8, 0.0], [2.4, -2.9, 1.5], [-3.6, 2.2, 2.4], [-0.3, 1.2, -0.6], [-3.1, -1.8, -3.3], [1.0, 2.0, 0.3], [1.3, 0.2, -2.3], [-0.1, 3.8, 0.5], [-0.9, 0.8, -3.2], [-2.8, -3.9, -3.8], [-0.4, 0.7, -0.3], [1.2, -2.9, 2.2], [0.2, -1.8, -2.3], [-0.5, 0.9, 0.9], [-0.5, 0.0, -0.9], [0.4, -0.6, -0.6], [1.1, -0.7, -0.2], [-2.0, 0.7, 0.0], [0.4, -1.6, -1.1], [-0.4, 1.5, -1.8], [1.5, 2.5, -1.8], [0.9, -1.1, 0.0], [-1.2, -1.0, 1.2], [0.9, 0.4, 0.5], [1.5, -0.7, 1.0], [0.9, 0.3, 0.5], [1.7, -0.1, 0.9], [-1.0, 0.4, -0.7], [0.0, 0.1, 3.6], [0.0, -2.9, -0.2], [-0.3, -2.1, -1.1], [-0.3, -0.7, 0.3], [1.3, 0.8, 1.5], [-0.8, -2.1, 1.9], [2.6, 1.8, 0.8], [-1.0, 2.6, 3.3], [3.0, 1.0, -1.7], [1.2, 1.6, 0.5], [-3.0, -1.9, 0.0], [-0.7, -0.4, -0.2], [0.4, -0.1, -0.7], [-1.0, -0.2, -0.9]],
  "nbo_charge": [-0.260, 0.535, -0.461, -0.415, -0.417, -0.407, -0.405, -0.396, -0.446, -0.403, -0.407, -0.433, -0.438, -0.299, 0.140, 0.193, 0.211, 0.219, 0.234, 0.207, 0.231, 0.215, 0.195, 0.203, 0.215, 0.196, 0.209, 0.200, 0.209, 0.208, 0.221, 0.198, 0.226, 0.194, 0.225, 0.224, 0.210, 0.224, 0.228, 0.213, 0.188, 0.232, -0.306, -0.309, -0.601],
  "homo_energy_ev": -9.48,
  "total_charge": 0,
  "orbital_gap_ev": 10.364,
  "de_lowest_kj_mol": 948.7
}